No. 1
Entry from the OMol25 dataset: a structure of composition C10H18BaF9N4O3 (wB97M-V/def2-TZVPD).

Summary:
Orbital gap = 9.5071 eV
E_HOMO = -12.47 eV
LUMO level = -0.1088 hartree
Relative energy (zero: lowest compared OMol25 entry of this formula, charge and spin) = 0.3920 eV

Structure (ORCA input):
```
! wB97M-V def2-TZVPD RIJCOSX def2/J DEFGRID3
* xyz 1 1
Ba -0.034 -0.367 -0.974
N 2.417 0.961 -1.129
C 1.986 2.368 -0.892
C 1.172 2.913 -2.067
N -0.086 2.195 -2.376
C -1.369 2.863 -2.052
C -2.175 2.262 -0.895
N -2.561 0.845 -1.168
H 2.903 0.595 -0.313
H 3.093 0.927 -1.885
H 2.856 3.018 -0.763
H 1.396 2.407 0.025
H 1.799 2.904 -2.963
H 0.954 3.967 -1.863
H -0.089 1.966 -3.358
H -1.993 2.859 -2.950
H -1.185 3.917 -1.819
H -3.065 2.880 -0.751
H -1.592 2.293 0.027
H -3.194 0.803 -1.960
H -3.080 0.462 -0.380
F -1.868 1.777 2.841
C -1.573 0.482 3.010
F -2.485 -0.229 2.317
F -1.721 0.179 4.308
C -0.145 0.172 2.492
O -0.121 0.319 1.127
C 0.897 1.110 3.153
F 0.665 2.386 2.821
F 2.139 0.807 2.732
F 0.875 1.006 4.490
C 0.225 -1.315 2.751
F 0.275 -1.664 4.041
F 1.414 -1.606 2.195
F -0.685 -2.123 2.145
N 0.862 -5.193 -0.315
C -0.054 -4.687 -1.422
C 0.195 -3.196 -1.505
O 1.183 -2.763 -0.860
O -0.638 -2.538 -2.168
H 0.360 -5.359 0.555
H 1.550 -4.427 -0.141
H 1.352 -6.049 -0.564
H -1.081 -4.924 -1.160
H 0.224 -5.202 -2.337
*
```

=====

No. 2
Entry from the OMol25 dataset: a structure of composition C10H18BaFO8 (wB97M-V/def2-TZVPD).

Summary:
Orbital gap = 3.3545 eV
E_HOMO = -2.44 eV
LUMO level = 0.0337 hartree
Relative energy (zero: lowest compared OMol25 entry of this formula, charge and spin) = 0.0000 eV

Structure (ORCA input):
```
! wB97M-V def2-TZVPD RIJCOSX def2/J DEFGRID3
* xyz -1 1
Ba 0.834 -0.402 -0.502
F 1.954 -1.277 1.740
C -2.660 -0.202 4.189
C -1.773 -0.727 3.210
C -1.942 -0.261 1.744
O -1.355 -0.913 0.805
C -2.613 0.911 1.549
C -3.405 1.558 2.559
C -3.460 0.936 3.967
O -4.101 1.535 4.841
O -4.084 2.534 2.298
O -0.835 -1.495 3.451
H -2.572 -0.666 5.164
H -2.684 1.285 0.530
C 2.835 1.681 -2.927
O 1.508 1.335 -2.494
H 2.891 2.746 -3.143
H 3.515 1.396 -2.126
H 3.126 1.087 -3.795
H 0.997 1.153 -3.288
C 4.142 1.491 0.868
O 3.302 0.440 0.438
H 4.752 1.823 0.024
H 3.570 2.355 1.220
H 4.785 1.155 1.681
H 3.158 -0.280 1.114
C 0.124 -4.176 -1.814
O 0.375 -3.118 -0.884
H 1.033 -4.384 -2.386
H -0.099 -5.109 -1.299
H -0.695 -3.868 -2.457
H 0.407 -3.500 0.000
C -1.969 1.085 -2.189
O -1.076 0.039 -2.557
H -1.672 1.401 -1.190
H -2.018 1.910 -2.901
H -2.997 0.765 -1.993
H -1.297 -0.241 -3.448
*
```

=====

No. 3
Entry from the OMol25 dataset: a cluster of 6 separate species, C10H18Cl4N4O6 in total (wB97M-V/def2-TZVPD).

Summary:
Structure (SMILES) = C[N+](=O)[O-].C[N+](=O)[O-].C[N+](=O)[O-].c1ccncc1.ClCCl.ClCCl
Orbital gap = 9.4961 eV
E_HOMO = -9.92 eV
LUMO level = -0.0156 hartree

Structure (ORCA input):
```
! wB97M-V def2-TZVPD RIJCOSX def2/J DEFGRID3
* xyz 0 1
N 0.537 1.925 2.930
C 1.295 2.798 3.596
C 2.348 2.432 4.408
C 2.653 1.080 4.514
C 1.900 0.153 3.811
C 0.844 0.629 3.052
H 1.030 3.837 3.429
H 2.931 3.169 4.942
H 3.444 0.750 5.176
H 2.087 -0.910 3.873
H 0.178 -0.044 2.528
C -0.836 -2.605 -4.425
N -1.877 -3.555 -4.853
O -2.036 -3.744 -6.038
O -2.499 -4.112 -3.978
H -0.409 -2.033 -5.236
H -0.043 -3.253 -4.033
H -1.159 -2.056 -3.548
C 1.479 2.419 -5.253
N 1.101 1.383 -4.287
O 0.383 0.476 -4.668
O 1.520 1.496 -3.143
H 2.452 2.222 -5.698
H 1.553 3.372 -4.738
H 0.739 2.443 -6.045
C 0.632 -0.102 -0.382
N 0.249 -1.531 -0.312
O 0.238 -2.175 -1.331
O 0.015 -1.982 0.793
H 0.465 0.222 -1.404
H 1.706 -0.090 -0.197
H 0.098 0.456 0.372
C -2.876 2.008 1.868
Cl -2.632 1.225 0.285
Cl -3.546 3.645 1.679
H -3.594 1.433 2.437
H -1.901 2.092 2.337
C -1.765 -2.796 3.426
Cl -2.145 -1.103 3.821
Cl -0.282 -3.320 4.213
H -2.621 -3.387 3.731
H -1.657 -2.866 2.349
*
```

=====

No. 4
Entry from the OMol25 dataset: the molecule C10H18FO3P (wB97M-V/def2-TZVPD).

Summary:
Structure (SMILES) = CCC#C[P@@](=O)(OCC)[C@@](C)(F)OCC
Orbital gap = 9.0592 eV
E_HOMO = -8.80 eV
LUMO level = 0.0097 hartree
Relative energy (zero: lowest compared OMol25 entry of this formula, charge and spin) = 1.3067 eV

Structure (ORCA input):
```
! wB97M-V def2-TZVPD RIJCOSX def2/J DEFGRID3
* xyz 0 1
C 0.188 -3.213 -0.282
C -0.270 -2.117 -0.107
C 0.586 -5.401 0.774
C -0.813 4.361 1.846
C 2.359 0.701 -2.250
C -2.715 1.550 -0.984
C 0.721 -4.547 -0.486
C -0.369 2.940 1.526
C 1.757 0.181 -0.957
C -1.865 1.582 0.251
O 0.247 -0.028 1.532
O -0.960 2.537 0.284
O 0.350 0.346 -1.010
F -2.577 1.421 1.392
P -0.488 -0.239 0.273
H 0.985 -6.397 0.594
H 1.132 -4.949 1.599
H -0.458 -5.490 1.063
H -0.356 4.684 2.776
H -0.512 5.036 1.049
H -1.894 4.403 1.951
H 3.443 0.632 -2.204
H 1.999 0.113 -3.090
H 2.073 1.738 -2.404
H -2.065 1.562 -1.853
H -3.324 0.651 -0.991
H -3.365 2.426 -1.003
H 0.193 -5.018 -1.320
H 1.777 -4.450 -0.760
H -0.642 2.249 2.323
H 0.713 2.893 1.377
H 2.152 0.727 -0.092
H 1.997 -0.881 -0.820
*
```

=====

No. 5
Entry from the OMol25 dataset: a structure of composition C10H18FO5V (wB97M-V/def2-TZVPD).

Summary:
Orbital gap (spin up / spin down) = 2.6547 / 5.8020 eV
E_HOMO (spin up / spin down) = -15.37 / -15.37 eV
Expectation value of S² = 2.41
LUMO level (spin up / spin down) = -0.4672 / -0.3517 hartree
Relative energy (zero: lowest compared OMol25 entry of this formula, charge and spin) = 0.7951 eV

Structure (ORCA input):
```
! wB97M-V def2-TZVPD RIJCOSX def2/J DEFGRID3
* xyz 2 3
V 1.561 -0.544 -0.629
F -0.138 0.545 -0.431
C -4.857 -0.907 -2.843
C -3.463 -1.437 -3.185
C -2.478 -1.040 -2.053
O -2.074 -2.276 -1.519
C -2.475 -3.299 -2.285
O -2.053 -4.404 -2.238
O -3.389 -2.849 -3.187
H -4.821 0.172 -2.693
H -5.140 -1.345 -1.883
H -5.628 -1.134 -3.575
H -2.998 -0.997 -4.067
H -2.847 -0.395 -1.254
H -1.678 -0.445 -2.508
C 4.126 2.972 -1.046
C 3.398 2.083 -0.097
O 2.592 1.232 -0.465
C 3.772 2.242 1.364
H 4.713 3.716 -0.515
H 3.385 3.559 -1.601
H 4.718 2.411 -1.769
H 3.221 3.061 1.838
H 4.823 2.209 1.634
H 3.312 1.430 1.949
C -0.793 -0.445 2.776
C 0.737 -0.510 2.808
O 1.302 -0.621 1.733
C 1.452 -0.383 4.093
H -1.135 -1.482 2.909
H -1.123 -0.076 1.810
H -1.144 0.013 3.700
H 0.910 -0.738 4.966
H 1.828 0.631 4.262
H 2.385 -0.951 4.003
*
```

=====

No. 6
Entry from the OMol25 dataset: a cluster of 2 separate species, C10H18N in total (wB97M-V/def2-TZVPD).

Summary:
Orbital gap (spin up / spin down) = 8.1470 / 8.1265 eV
E_HOMO (spin up / spin down) = -13.19 / -13.19 eV
LUMO level (spin up / spin down) = -0.1853 / -0.1862 hartree
Relative energy (zero: lowest compared OMol25 entry of this formula, charge and spin) = 8.0984 eV

Structure (ORCA input):
```
! wB97M-V def2-TZVPD RIJCOSX def2/J DEFGRID3
* xyz 1 1
C -0.088 -0.190 2.132
C 0.501 -0.182 0.853
C -0.825 -0.173 0.996
C 1.174 2.284 -0.615
C 2.205 -2.391 0.716
C -2.821 -1.359 -0.762
C -3.389 0.894 -0.194
C 1.690 1.003 -1.159
C 2.060 -1.343 -0.455
C 1.682 0.079 0.094
N -2.906 -0.312 0.174
H 0.026 -0.249 3.134
H 0.143 2.271 -0.341
H 1.186 2.926 -1.415
H 1.875 2.523 0.130
H 2.652 -1.998 1.609
H 2.880 -3.197 0.272
H 1.274 -2.911 0.926
H -1.892 -1.989 -0.673
H -2.841 -1.096 -1.789
H -3.788 -1.893 -0.563
H -2.968 1.367 -1.188
H -3.199 1.577 0.701
H -4.480 0.691 0.022
H 1.157 0.539 -2.004
H 2.674 1.165 -1.433
H 1.296 -1.735 -1.158
H 2.981 -1.202 -1.032
H 2.558 0.419 0.738
*
```

=====

No. 7
Entry from the OMol25 dataset: the molecule C10H18N2O2 (wB97M-V/def2-TZVPD).

Summary:
Structure (SMILES) = [H]/N=C(/C)C[C@@H]1CC(=O)O[C@@H]1CCCN
Orbital gap = 10.1275 eV
E_HOMO = -9.49 eV
LUMO level = 0.0233 hartree
Relative energy (zero: lowest compared OMol25 entry of this formula, charge and spin) = 1.8799 eV

Structure (ORCA input):
```
! wB97M-V def2-TZVPD RIJCOSX def2/J DEFGRID3
* xyz 0 1
C 4.110 -1.153 0.385
C 2.917 -0.303 0.728
N 3.066 0.651 1.558
C 1.612 -0.672 0.038
C 0.916 0.484 -0.668
C 0.310 1.611 0.181
C -0.744 2.167 -0.739
O -1.281 3.237 -0.688
O -1.016 1.279 -1.715
C -0.273 0.060 -1.562
C -1.134 -1.102 -1.080
C -1.914 -0.961 0.234
C -2.892 0.220 0.330
N -4.125 -0.198 1.024
H 4.870 -1.021 1.155
H 4.538 -0.840 -0.568
H 3.841 -2.208 0.334
H 2.191 1.146 1.711
H 0.943 -1.143 0.763
H 1.838 -1.433 -0.714
H 1.623 0.967 -1.345
H -0.104 1.292 1.135
H 1.024 2.415 0.350
H 0.108 -0.215 -2.550
H -0.441 -1.942 -0.978
H -1.827 -1.368 -1.879
H -2.529 -1.856 0.349
H -1.230 -0.955 1.087
H -3.184 0.565 -0.656
H -2.409 1.041 0.868
H -4.842 0.504 0.893
H -3.963 -0.267 2.021
*
```

=====

No. 8
Entry from the OMol25 dataset: a cluster of 2 separate species, C10H18N2O3 in total (wB97M-V/def2-TZVPD).

Summary:
Structure (SMILES) = CC1(C)C=CC(C)(C)C(O)=C1.O/N=N\O
Orbital gap = 8.5544 eV
E_HOMO = -7.93 eV
LUMO level = 0.0230 hartree
Relative energy (zero: lowest compared OMol25 entry of this formula, charge and spin) = 7.6075 eV

Structure (ORCA input):
```
! wB97M-V def2-TZVPD RIJCOSX def2/J DEFGRID3
* xyz 0 1
C 1.285 -0.789 1.307
C 1.292 0.524 1.395
C -0.137 -0.504 -0.674
C 0.688 -1.514 0.104
C 0.972 1.501 0.308
C -0.059 0.825 -0.499
C 0.039 -2.876 0.448
C 1.844 -1.783 -0.946
C 0.543 2.875 0.760
C 2.324 1.559 -0.624
N -3.638 -0.347 -0.869
N -4.288 0.625 -0.598
O -5.024 0.654 0.507
O -0.951 1.706 -1.001
O -3.402 -1.340 0.060
H 1.597 -1.449 2.163
H 1.818 0.837 2.326
H -0.932 -1.039 -1.282
H -5.092 1.644 0.731
H 0.780 -3.264 1.183
H -0.140 -3.475 -0.433
H -0.852 -2.560 1.007
H 1.697 -2.612 -1.632
H 2.789 -1.922 -0.306
H 2.082 -0.953 -1.502
H 1.084 3.237 1.725
H -0.551 2.794 0.986
H 0.916 3.604 -0.070
H 2.243 1.626 -1.663
H 2.902 0.688 -0.400
H 2.868 2.453 -0.170
H -1.406 1.437 -1.865
H -3.292 -2.164 -0.473
*
```